{"formula": "C4H11NS", "method": "ωB97M-V/def2-TZVPD", "symbols": ["C", "C", "C", "C", "H", "H", "H", "H", "H", "H", "H", "H", "H", "H", "H", "N", "S"], "positions_angstrom": [[-2.664, -0.386, -0.057], [-1.540, 0.541, -0.257], [1.010, 0.537, 0.056], [2.153, -0.437, -0.212], [-2.633, -1.033, -0.925], [-2.502, -1.040, 0.812], [-3.678, 0.055, -0.075], [-1.602, 1.289, 0.573], [-1.586, 1.082, -1.217], [-0.433, -0.634, 0.602], [1.090, 0.702, 1.142], [0.960, 1.528, -0.501], [1.872, -0.876, -1.150], [1.930, -1.360, 0.468], [4.000, 0.162, 1.153], [-0.259, -0.150, -0.207], [3.882, 0.021, -0.205]], "energy_ha": -611.89683, "e_above_lowest_ev": 1.232, "spin_multiplicity": 1, "e_homo_ev": -8.993, "smiles": "CCNCCS", "lumo_energy_ev": 0.933}